[1]
# C7H16N3S

A gas-phase ion, C7H16N3S (charge +1) (ωB97M-V/def2-TZVPD, OMol25).

Summary:
Charge ... +1
Energy above the lowest of the compared OMol25 structures with the same formula, charge and spin ... 0.0 kJ/mol
HOMO ... -13.114 eV
E_LUMO ... -2.7 eV
2S+1 ... 1

Bonds (Å) are listed after each position.
CARTESIAN COORDINATES (ANGSTROEM)
1 N -1.82 -1.12 1.12  H2 1.014, H3 1.016, C4 1.470
2 H -1.96 -2.05 1.50  N1 1.014
3 H -1.88 -0.46 1.89  N1 1.016
4 C -2.83 -0.82 0.10  N1 1.470, C5 1.531, H26 1.091, H27 1.095
5 C -2.27 0.12 -0.98  C4 1.531, C6 1.518, H24 1.091, H25 1.092
6 C -1.99 1.54 -0.54  C5 1.518, H7 1.090, H8 1.089, S9 1.845
7 H -2.87 2.00 -0.10  C6 1.090
8 H -1.67 2.14 -1.39  C6 1.089
9 S -0.72 1.83 0.77  C6 1.845, C10 1.772
10 C 0.67 0.86 0.26  S9 1.772, N11 1.304, N15 1.320
11 N 0.54 -0.44 0.16  C10 1.304, C12 1.451, H23 1.084
12 C 1.68 -1.28 -0.17  N11 1.451, C13 1.527, H21 1.095, H22 1.090
13 C 2.96 -0.63 0.35  C12 1.527, C14 1.525, H19 1.091, H20 1.088
14 C 3.06 0.79 -0.19  C13 1.525, N15 1.454, H17 1.095, H18 1.091
15 N 1.81 1.49 0.08  C10 1.320, C14 1.454, H16 1.010
16 H 1.83 2.50 0.18  N15 1.010
17 H 3.25 0.79 -1.26  C14 1.095
18 H 3.87 1.33 0.30  C14 1.091
19 H 2.94 -0.61 1.44  C13 1.091
20 H 3.83 -1.21 0.03  C13 1.088
21 H 1.73 -1.41 -1.26  C12 1.095
22 H 1.52 -2.25 0.28  C12 1.090
23 H -0.39 -0.86 0.51  N11 1.084
24 H -1.39 -0.33 -1.43  C5 1.091
25 H -3.03 0.20 -1.77  C5 1.092
26 H -3.12 -1.75 -0.39  C4 1.091
27 H -3.73 -0.37 0.54  C4 1.095

Atom charges from the Mulliken analysis, given in e for atoms 1 to 6: -0.6512 0.2526 0.2771 -0.6449 -0.5557 -0.6283

[2]
# C7H16NO2Si2

A gas-phase ion, C7H16NO2Si2 (charge -1) in a non-equilibrium geometry (ωB97M-V/def2-TZVPD, OMol25).

Summary:
Charge ... -1
Energy above the lowest of the compared OMol25 structures with the same formula, charge and spin ... 259.0 kJ/mol
HOMO ... -4.636 eV
E_LUMO ... 3.6 eV
2S+1 ... 1
SMILES ... C=C[Si](C)(C)/N=C(\[O-])O[SiH](C)C

Bonds (Å) are listed after each position.
CARTESIAN COORDINATES (ANGSTROEM)
1 C -0.95 3.47 -1.54  C2 1.345, H13 1.048, H14 1.186
2 C -1.36 3.06 -0.33  C1 1.345, Si3 1.985, H15 1.093
3 Si -0.64 1.38 0.44  C2 1.985, C4 1.922, C5 1.911, N6 1.660
4 C 1.02 1.98 1.22  Si3 1.922, H16 1.216, H17 1.128, H18 1.059
5 C -1.94 1.14 1.81  Si3 1.911, H19 1.089, H20 1.080, H21 1.109
6 N -0.16 0.05 -0.42  Si3 1.660, C7 1.322
7 C -0.48 -0.45 -1.60  N6 1.322, O8 1.244, O9 1.409
8 O -1.26 0.02 -2.45  C7 1.244
9 O 0.11 -1.71 -1.82  C7 1.409, Si10 1.673
10 Si 1.08 -2.18 -0.54  O9 1.673, C11 1.953, C12 1.910, H22 1.466
11 C 2.05 -3.69 -1.31  Si10 1.953, H23 1.119, H24 1.035, H25 1.114
12 C 0.05 -2.85 0.92  Si10 1.910, H26 1.097, H27 1.063, H28 1.178
13 H -1.07 4.45 -1.91  C1 1.048
14 H -0.53 2.77 -2.40  C1 1.186
15 H -1.81 3.88 0.24  C2 1.093
16 H 0.64 2.63 2.18  C4 1.216
17 H 1.89 1.27 1.27  C4 1.128
18 H 1.41 2.74 0.59  C4 1.059
19 H -1.53 0.47 2.57  C5 1.089
20 H -1.98 2.07 2.36  C5 1.080
21 H -3.01 0.94 1.59  C5 1.109
22 H 2.01 -1.13 -0.10  Si10 1.466
23 H 1.43 -4.30 -2.02  C11 1.119
24 H 2.77 -3.19 -1.85  C11 1.035
25 H 2.77 -4.09 -0.57  C11 1.114
26 H 0.12 -2.15 1.76  C12 1.097
27 H -0.93 -2.68 0.55  C12 1.063
28 H 0.29 -3.92 1.36  C12 1.178

Atom charges from the Mulliken analysis, given in e for atoms 1 to 6: -0.7862 -0.2207 0.0268 -1.0095 -1.1352 -0.0494

[3]
# C7H16NO5

2 unconnected molecules or ions with the total composition C7H16NO5 in a non-equilibrium geometry (ωB97M-V/def2-TZVPD, OMol25).

Summary:
Charge ... 0
Energy above the lowest of the compared OMol25 structures with the same formula, charge and spin ... 7.2 kJ/mol
HOMO (spin up / spin down) ... -7.341 / -10.404 eV
E_LUMO (spin up / spin down) ... -0.1 / -0.1 eV
⟨S²⟩ ... 0.753
2S+1 ... 2

Bonds (Å) are listed after each position.
CARTESIAN COORDINATES (ANGSTROEM)
1 N -0.78 0.32 -4.03  O2 1.204, O3 1.565, O4 1.204
2 O -1.41 -0.03 -5.00  N1 1.204
3 O -1.68 0.19 -2.75  N1 1.565, H5 0.983
4 O 0.35 0.69 -3.86  N1 1.204
5 H -1.32 0.79 -2.07  O3 0.983
6 C 1.55 0.94 -0.12  C7 1.550, O10 1.323, H15 1.101
7 C 1.12 2.42 0.04  C6 1.550, C8 1.515, O9 1.444, H16 1.115
8 C 1.20 3.16 -1.28  C7 1.515, H17 1.104, H18 1.110, H19 1.097
9 O -0.29 2.50 0.34  C7 1.444, H20 0.967
10 O 0.75 0.09 0.50  C6 1.323, C11 1.467
11 C 0.69 -1.32 0.10  O10 1.467, C12 1.520, H21 1.104, H22 1.105
12 C 0.30 -2.06 1.37  C11 1.520, C13 1.504, H23 1.090, H24 1.094
13 C -1.09 -1.77 1.85  C12 1.504, C14 1.534, H25 1.094, H26 1.098
14 C -1.47 -2.59 3.10  C13 1.534, H27 1.094, H28 1.098, H29 1.098
15 H 1.85 0.68 -1.15  C6 1.101
16 H 1.70 2.93 0.84  C7 1.115
17 H 2.15 3.06 -1.83  C8 1.104
18 H 0.34 2.87 -1.91  C8 1.110
19 H 1.05 4.21 -1.02  C8 1.097
20 H -0.42 1.94 1.12  O9 0.967
21 H -0.07 -1.41 -0.69  C11 1.104
22 H 1.67 -1.67 -0.28  C11 1.105
23 H 0.43 -3.12 1.18  C12 1.090
24 H 1.03 -1.80 2.14  C12 1.094
25 H -1.15 -0.70 2.10  C13 1.094
26 H -1.81 -1.96 1.05  C13 1.098
27 H -2.48 -2.33 3.42  C14 1.094
28 H -1.44 -3.67 2.89  C14 1.098
29 H -0.79 -2.38 3.93  C14 1.098

Atom charges from the Mulliken analysis, given in e for atoms 1 to 6: 0.9741 -0.4735 -0.4975 -0.4024 0.3715 -0.7791

[4]
# C7H16NPS2

2 unconnected molecules or ions with the total composition C7H16NPS2 in a non-equilibrium geometry (ωB97M-V/def2-TZVPD, OMol25).

Summary:
Charge ... 0
Energy above the lowest of the compared OMol25 structures with the same formula, charge and spin ... 375.1 kJ/mol
HOMO (spin up / spin down) ... -6.832 / -6.827 eV
E_LUMO (spin up / spin down) ... -0.2 / -0.2 eV
2S+1 ... 1

Bonds (Å) are listed after each position.
CARTESIAN COORDINATES (ANGSTROEM)
1 C 2.82 0.00 0.64  S10 1.660, S11 1.649
2 C -4.40 0.29 0.21  C6 1.592, H12 1.063, H13 1.143, H14 1.172
3 C -1.05 -2.04 -0.19  C7 1.514, H15 1.127, H16 1.078, H17 1.120
4 C 4.66 -0.98 -0.87  S10 1.833, H18 1.020, H19 1.142, H20 1.008
5 C 1.50 2.52 0.63  S11 1.816, H21 1.156, H22 1.120, H23 1.142
6 C -3.00 1.04 0.23  C2 1.592, N8 1.458, H24 1.010, H25 1.078
7 C -1.38 -0.69 0.41  C3 1.514, N8 1.460, H26 1.141, H27 1.217
8 N -1.95 0.32 -0.48  C6 1.458, C7 1.460, P9 1.617
9 P -1.23 0.60 -1.90  N8 1.617
10 S 3.60 0.51 -0.73  C1 1.660, C4 1.833
11 S 1.72 0.92 1.45  C1 1.649, C5 1.816
12 H -4.53 -0.06 -0.78  C2 1.063
13 H -4.34 -0.50 1.03  C2 1.143
14 H -5.23 1.02 0.61  C2 1.172
15 H -1.94 -2.41 -0.78  C3 1.127
16 H -0.23 -1.81 -0.85  C3 1.078
17 H -0.59 -2.64 0.64  C3 1.120
18 H 4.30 -1.74 -0.30  C4 1.020
19 H 5.74 -0.68 -0.66  C4 1.142
20 H 4.71 -1.27 -1.84  C4 1.008
21 H 1.56 2.39 -0.52  C5 1.156
22 H 2.23 3.24 1.08  C5 1.120
23 H 0.45 2.90 0.88  C5 1.142
24 H -3.13 1.97 -0.15  C6 1.010
25 H -2.81 1.26 1.27  C6 1.078
26 H -2.08 -0.85 1.30  C7 1.141
27 H -0.40 -0.11 0.84  C7 1.217

Atom charges from the Mulliken analysis, given in e for atoms 1 to 6: -0.1316 -0.9840 -1.1397 -0.8807 -0.8296 -0.8611

[5]
# C7H16NS

2 unconnected molecules or ions with the total composition C7H16NS in a non-equilibrium geometry (ωB97M-V/def2-TZVPD, OMol25).

Summary:
Charge ... +1
Energy above the lowest of the compared OMol25 structures with the same formula, charge and spin ... 74.1 kJ/mol
HOMO (spin up / spin down) ... -11.074 / -13.982 eV
E_LUMO (spin up / spin down) ... -3.8 / -5.4 eV
⟨S²⟩ ... 2.009
2S+1 ... 3

Bonds (Å) are listed after each position.
CARTESIAN COORDINATES (ANGSTROEM)
1 C -0.12 -2.78 -1.38  S9 1.694, H10 1.153
2 C 1.12 1.52 1.69  C7 1.519, H11 1.155, H12 1.164, H13 1.098
3 C -1.41 1.32 0.90  C7 1.603, H14 1.123, H15 1.093, H16 1.163
4 C -0.24 -0.50 2.22  C7 1.569, H17 1.100, H18 1.103, H19 1.129
5 C 0.95 0.26 -2.62  N8 1.616, H20 1.128, H21 1.104, H22 1.132
6 C 0.19 0.08 -0.19  C7 1.470, N8 1.288, H23 1.165
7 C 0.01 0.63 1.16  C2 1.519, C3 1.603, C4 1.569, C6 1.470
8 N 0.84 0.74 -1.08  C5 1.616, C6 1.288, H24 0.969
9 S -1.30 -3.67 -2.21  C1 1.694, H25 1.429
10 H 0.51 -3.56 -0.80  C1 1.153
11 H 0.72 2.33 2.42  C2 1.155
12 H 2.06 0.85 1.85  C2 1.164
13 H 1.38 2.17 0.84  C2 1.098
14 H -1.83 0.89 -0.06  C3 1.123
15 H -2.10 1.08 1.71  C3 1.093
16 H -1.36 2.47 0.78  C3 1.163
17 H -1.24 -0.43 2.69  C4 1.100
18 H -0.20 -1.53 1.84  C4 1.103
19 H 0.45 -0.37 3.11  C4 1.129
20 H 0.17 0.85 -3.19  C5 1.128
21 H 1.98 0.33 -3.00  C5 1.104
22 H 0.60 -0.82 -2.62  C5 1.132
23 H -0.20 -0.94 -0.60  C6 1.165
24 H 1.20 1.64 -0.96  N8 0.969
25 H -2.16 -2.57 -2.51  S9 1.429

Atom charges from the Mulliken analysis, given in e for atoms 1 to 6: -0.3773 -1.5528 -1.2959 -1.3386 -0.5250 -0.4901

[6]
# C7H16O

2 unconnected molecules or ions with the total composition C7H16O in a non-equilibrium geometry (ωB97M-V/def2-TZVPD, OMol25).

Summary:
Charge ... 0
Energy above the lowest of the compared OMol25 structures with the same formula, charge and spin ... 130.3 kJ/mol
HOMO ... -9.618 eV
E_LUMO ... 0.9 eV
2S+1 ... 1
SMILES ... C=CCCCCC.O

Bonds (Å) are listed after each position.
CARTESIAN COORDINATES (ANGSTROEM)
1 C -0.30 -0.21 -2.38  C2 1.326, H8 1.087, H9 1.084
2 C -1.43 0.47 -2.42  C1 1.326, C3 1.522, H10 1.085
3 C -2.17 1.01 -1.20  C2 1.522, C4 1.527, H11 1.097, H12 1.083
4 C -2.19 0.09 0.01  C3 1.527, C5 1.545, H13 1.096, H14 1.097
5 C -0.97 0.26 0.95  C4 1.545, C6 1.520, H15 1.083, H16 1.091
6 C -0.90 -0.76 2.08  C5 1.520, C7 1.541, H17 1.094, H18 1.097
7 C 0.56 -1.08 2.44  C6 1.541, H19 1.085, H20 1.077, H21 1.103
8 H 0.27 -0.35 -1.46  C1 1.087
9 H 0.11 -0.69 -3.26  C1 1.084
10 H -1.86 0.68 -3.39  C2 1.085
11 H -3.23 1.02 -1.51  C3 1.097
12 H -1.86 2.03 -1.00  C3 1.083
13 H -2.23 -0.96 -0.30  C4 1.096
14 H -3.13 0.30 0.54  C4 1.097
15 H -0.10 0.17 0.31  C5 1.083
16 H -0.95 1.28 1.32  C5 1.091
17 H -1.56 -0.48 2.90  C6 1.094
18 H -1.30 -1.71 1.70  C6 1.097
19 H 0.75 -1.48 3.43  C7 1.085
20 H 0.93 -1.77 1.70  C7 1.077
21 H 1.23 -0.23 2.22  C7 1.103
22 O 6.71 0.87 -0.49  H23 0.969, H24 0.973
23 H 7.06 1.45 -1.18  O22 0.969
24 H 6.54 0.08 -1.04  O22 0.973

Atom charges from the Mulliken analysis, given in e for atoms 1 to 6: -0.7956 -0.0285 -0.6248 -0.7314 -0.3863 -0.3997